1.
8
Properties=species:S:1:pos:R:3:lowdin_charge:R:1 method="wB97M-V/def2-TZVPD" e_homo_ha="-0.2745 / -0.2780" lumo_ha="-0.035 / -0.013" charge=0 homo_lumo_gap_ev="6.5281 / 7.2050"
C 0.6822 0.2765 -0.3957 -0.2495
N 0.6033 1.6510 -0.3880 -0.0840
O -0.3082 -1.5113 1.1691 -0.5799
P -0.9755 -0.6205 0.1989 0.5419
H 1.5768 2.1890 -0.2948 0.1448
H -0.1961 2.1545 -0.0491 0.0510
H -1.7976 -1.5527 -0.5842 -0.0619
H 0.4151 -2.5866 0.3437 0.2377

***

2.
8
Properties=species:S:1:pos:R:3:lowdin_charge:R:1 method="wB97M-V/def2-TZVPD" e_homo_ha=-0.3631 smiles="[H]/N=C/OP" lumo_ha=-0.007 charge=0 homo_lumo_gap_ev=9.6790
H 2.4077 1.2510 1.1744 0.0336
N 1.3970 1.2937 1.1880 0.0741
C 0.9178 0.5004 0.2895 -0.3562
O -0.4117 0.0747 0.0118 -0.5303
P -1.5602 -0.7210 -1.2653 0.8228
H 1.5308 -0.0729 -0.4655 0.1121
H -1.4488 -2.0151 -0.4505 -0.0807
H -2.8326 -0.3107 -0.4824 -0.0755

***

How far above the most stable structure does each one sit? In kcal/mol: 1 89.5; 2 0.0.

***

1.
8
Properties=species:S:1:pos:R:3:lowdin_charge:R:1 method="wB97M-V/def2-TZVPD" e_homo_ha=-0.3433 lumo_ha=-0.026 charge=0 homo_lumo_gap_ev=8.6295
C 0.2785 0.4401 0.4842 -0.4759
N 0.6997 1.4578 -0.3887 -0.1542
O 0.3224 1.2675 -1.5484 -0.1154
P -0.1428 -1.1186 -0.6750 0.7763
H -0.4863 0.7815 1.2428 0.0680
H 1.3433 0.2400 1.5217 0.2022
H -1.4189 -0.8908 -0.8676 -0.1864
H -0.5959 -2.1774 0.2311 -0.1147

***

2.
8
Properties=species:S:1:pos:R:3:lowdin_charge:R:1 method="wB97M-V/def2-TZVPD" e_homo_ha="-0.2817 / -0.2714" lumo_ha="0.001 / 0.021" charge=0 homo_lumo_gap_ev="7.6868 / 7.9708"
C 1.4329 0.3578 0.6623 -0.1097
N -1.6085 -0.5000 0.1752 -0.2798
O 0.5285 1.0376 0.0217 -0.5047
P -0.9916 0.9641 -0.4185 0.7717
H 1.2338 -0.6881 1.0907 0.0831
H 2.4095 0.6209 0.6783 0.0137
H -1.4905 -1.3441 -0.3359 0.0023
H -1.5376 -0.6629 1.1779 0.0235

***

How far above the most stable structure does each one sit? In kcal/mol: 1 62.3; 2 0.0.

***

1.
16
Properties=species:S:1:pos:R:3:lowdin_charge:R:1 method="wB97M-V/def2-TZVPD" e_homo_ha=-0.5278 lumo_ha=-0.218 charge=+1 homo_lumo_gap_ev=8.4190
C 0.1049 1.1274 -0.1659 -0.1252
C -0.4749 2.2866 0.0751 0.0906
C -0.6661 0.0035 1.8799 0.1716
N 0.0261 0.0516 0.7934 0.0287
H 0.7704 0.7811 -0.9333 0.1165
H -1.0325 2.6214 0.9427 0.0828
H -0.2187 3.1590 -0.5206 0.0870
H -1.4685 -0.7222 2.0523 0.1313
H -0.6767 0.7312 2.6945 0.1219
H 0.5013 -0.8277 0.4742 0.1008
H -1.1985 -0.3566 -2.2396 0.0500
H -1.1192 -1.8745 -2.2624 0.0584
O -0.5941 -1.0888 -2.0486 -0.0598
H 2.5902 -1.6833 -0.6588 0.0916
H 1.5569 -2.5537 -0.1033 0.0828
O 1.8995 -1.6553 0.0203 -0.0290

***

2.
16
Properties=species:S:1:pos:R:3:lowdin_charge:R:1 method="wB97M-V/def2-TZVPD" e_homo_ha="-0.4678 / -0.4414" lumo_ha="-0.132 / -0.132" charge=+1 homo_lumo_gap_ev="9.1414 / 8.4089"
C -0.2348 0.8772 -1.2904 -0.1301
C -0.8626 -0.9400 1.5013 0.0278
C -0.1053 1.3432 0.1269 -0.1396
N 0.5961 -0.3522 -1.2912 0.1523
O -0.0832 -1.9365 0.7866 -0.1549
O 1.1980 1.5162 0.5379 0.0460
H -1.3816 0.7068 -1.6443 0.1922
H 0.1818 1.5374 -2.0565 0.1287
H -1.8720 -0.7595 1.2262 0.0695
H -0.4701 -0.6955 2.4130 0.0464
H -0.8890 1.5363 0.7093 0.0645
H 1.4936 0.0428 -1.1749 0.1275
H 0.7094 -1.0071 -2.0618 0.1736
H 0.3885 -1.0543 -0.4594 0.1279
H 0.0984 -2.7861 1.3276 0.1700
H 1.2327 1.9713 1.3496 0.0981

***

How far above the most stable structure does each one sit? In kcal/mol: 1 0.0; 2 40.3.

***

1.
9
Properties=species:S:1:pos:R:3:lowdin_charge:R:1 method="wB97M-V/def2-TZVPD" e_homo_ha=0.0003 lumo_ha=0.253 charge=-2 homo_lumo_gap_ev=6.8772
C -0.8829 2.7821 0.9595 -0.6958
C 0.2611 -1.3990 0.1589 -0.1598
N 0.6744 -2.2516 -0.6421 -0.1945
N 1.5597 -3.0300 -1.1448 -0.2394
O 1.1741 -4.0935 -1.8322 -0.4000
O -0.3375 3.4009 1.9052 -0.1842
O -1.8766 3.1565 0.2906 -0.1820
H -0.1502 -0.3975 -0.4016 -0.0003
H -0.4220 1.8320 0.7065 0.0560

***

2.
9
Properties=species:S:1:pos:R:3:lowdin_charge:R:1 method="wB97M-V/def2-TZVPD" e_homo_ha=0.0183 lumo_ha=0.269 charge=-2 homo_lumo_gap_ev=6.8199
C -1.3270 -0.8030 0.0620 -0.8094
C -0.3129 0.3631 -0.1933 -0.3012
N 0.9453 0.0392 -0.4253 -0.1001
N 1.9722 0.3522 0.2381 -0.2675
O 3.1196 -0.0641 -0.1616 -0.3546
O -2.3105 -0.7752 -0.7108 -0.1478
O -1.0749 -1.6579 0.9183 -0.1126
H -0.7342 1.0698 -0.9137 0.0395
H -0.2776 1.4759 1.1863 0.0537

***

How far above the most stable structure does each one sit? In kcal/mol: 1 0.0; 2 9.0.

***

1.
15
Properties=species:S:1:pos:R:3:lowdin_charge:R:1 method="wB97M-V/def2-TZVPD" e_homo_ha=-0.5043 lumo_ha=-0.190 charge=+1 homo_lumo_gap_ev=8.5530
C 2.9430 0.8097 0.1442 -0.0354
C 1.7048 0.9142 -0.2115 -0.0796
C -0.4197 -0.6988 0.1736 -0.0430
C -1.3847 0.2188 -0.2473 -0.2560
N -1.8452 1.3902 -0.1165 0.2099
N -0.2226 -1.9090 -0.2365 0.1588
N -2.7455 0.3100 0.2455 0.1110
H 3.6009 1.7508 0.3057 0.1181
H 3.2353 -0.2239 0.3966 0.0719
H 0.8474 0.1503 -0.2151 0.0042
H 1.2811 1.9285 -0.3087 0.0803
H 0.0292 -2.6363 0.4214 0.1433
H -0.3593 -2.3038 -1.1422 0.1365
H -3.6235 0.1067 -0.3906 0.2298
H -3.0411 0.1926 1.1815 0.1502

***

2.
15
Properties=species:S:1:pos:R:3:lowdin_charge:R:1 method="wB97M-V/def2-TZVPD" e_homo_ha="-0.5079 / -0.5298" lumo_ha="-0.193 / -0.220" charge=+1 homo_lumo_gap_ev="8.5653 / 8.4323"
C -0.3451 0.7375 0.3412 -0.1123
C -2.0655 2.3048 -0.1359 0.1386
C 0.9380 -1.1829 0.7188 -0.1292
C 1.2317 -1.1811 -0.8020 -0.2488
N -0.9402 1.7819 0.0810 0.1284
N 0.4701 0.1790 1.0626 0.0917
N 0.0063 -0.7668 -1.5122 0.1169
H -2.1310 3.2869 -0.5670 0.1069
H -2.9209 1.7427 0.1783 0.1080
H 0.1610 -1.8932 0.9394 0.1192
H 1.7809 -1.4571 1.3374 0.1278
H 1.9404 -0.3261 -1.0637 0.1398
H 1.3696 -2.2916 -1.0396 0.1584
H 1.1516 0.5892 1.7080 0.1969
H -0.6469 -1.5233 -1.2462 0.0577

***

How far above the most stable structure does each one sit? In kcal/mol: 1 51.4; 2 0.0.

***

1.
12
Properties=species:S:1:pos:R:3:lowdin_charge:R:1 method="wB97M-V/def2-TZVPD" e_homo_ha=-0.4559 smiles="C[C@@H](C#N)S(=O)(=O)F" lumo_ha=0.006 charge=0 homo_lumo_gap_ev=12.5580
C -0.3327 0.2367 -0.1064 -0.0507
C 0.9456 -0.3471 0.5957 -0.3250
C 0.9396 -1.9518 0.3825 -0.1697
N 1.0002 -3.0558 0.0726 0.1639
S 2.5197 0.2248 -0.0998 0.7244
O 2.7947 -0.0939 -1.4653 -0.2401
O 3.6394 0.0849 0.7978 -0.2489
F 2.0403 1.8553 -0.1197 -0.2335
H -1.1299 0.3339 0.5784 0.0631
H -0.0549 1.2476 -0.5659 0.1051
H -0.4997 -0.6534 -0.8138 0.1086
H 1.0266 -0.0464 1.6105 0.1031

***

2.
12
Properties=species:S:1:pos:R:3:lowdin_charge:R:1 method="wB97M-V/def2-TZVPD" e_homo_ha=-0.4369 lumo_ha=-0.029 charge=0 homo_lumo_gap_ev=11.1125
C 1.0030 2.0367 -0.1071 -0.2721
C -0.2847 0.0200 0.2953 -0.0666
C 0.9382 0.6562 -0.3167 -0.4355
N 0.8955 3.1326 0.1130 0.2207
O 2.6375 -0.3014 1.4999 -0.2523
O 3.5846 0.1666 -0.7868 -0.2805
F 2.1351 -1.8042 -0.4501 -0.2225
S 2.4559 -0.2156 0.0745 0.7313
H -0.9821 -0.3268 -0.4979 0.1020
H 0.1832 -0.8425 0.8788 0.1052
H -0.8177 0.8526 0.7418 0.0892
H 1.1511 0.2678 -1.7938 0.2811

***

3.
12
Properties=species:S:1:pos:R:3:lowdin_charge:R:1 method="wB97M-V/def2-TZVPD" e_homo_ha="-0.4126 / -0.4127" lumo_ha="-0.099 / -0.099" charge=0 homo_lumo_gap_ev="8.5403 / 8.5427"
C 2.3095 -1.8243 0.0609 -0.1922
C -0.3812 0.0901 -0.2402 -0.0837
C 0.7898 -0.0387 0.6462 -0.0536
N 2.8380 -2.8043 0.0283 0.0558
O 2.5955 0.2958 -1.4655 -0.2669
O 3.3991 0.3349 0.8922 -0.2782
F 2.0815 2.2031 -0.0057 -0.1981
S 2.3689 0.5900 -0.0602 0.6079
H -0.6097 1.2275 -0.1308 0.1542
H -0.1813 0.0768 -1.2108 0.0304
H -1.3360 -0.4387 0.0190 0.1203
H 0.6681 -0.0764 1.7027 0.1041

***

How far above the most stable structure does each one sit? In kcal/mol: 1 0.0; 2 33.3; 3 85.0.